A molecular structure, C43H44BaN3P. Source: OMol25; level of theory: the ωB97M-V functional and the def2-TZVPD basis.

```
92
Properties=species:S:1:pos:R:3:forces:R:3
Ba 0.18697 0.20156 -0.83874 0.0 0.1 0.1
C -4.55449 2.92152 4.74618 0.0 0.0 0.0
C -3.18294 3.13844 4.74074 0.0 0.0 0.0
C -2.41957 2.70412 3.66777 0.0 0.0 0.0
C -3.01734 2.06367 2.58218 0.1 0.0 0.0
C -4.39196 1.85083 2.59461 0.0 0.0 0.0
C -5.15478 2.27553 3.67461 0.0 0.0 0.0
P -1.90964 1.59217 1.20734 -0.2 0.1 0.1
C -2.93919 0.38515 0.27144 0.1 -0.1 0.1
C -2.88052 -0.94889 0.69405 0.0 0.0 -0.1
C -3.58401 -1.93928 0.02297 0.0 0.0 0.0
C -4.34414 -1.60779 -1.09259 0.0 0.0 0.0
C -4.39557 -0.29179 -1.52898 0.0 0.0 0.0
C -3.69385 0.70112 -0.85505 0.0 0.0 0.0
C -1.83055 3.02190 0.08981 0.1 0.1 -0.2
C -2.59337 4.17741 0.24932 0.0 0.0 0.1
C -2.46318 5.20665 -0.67227 0.0 0.0 0.0
C -1.58619 5.05789 -1.73928 0.0 0.0 0.0
C -0.84101 3.88894 -1.87700 0.0 0.0 0.0
C -0.91118 2.81959 -0.96958 -0.1 -0.1 0.1
H -5.15337 3.25252 5.58479 0.0 0.0 0.0
H -2.70804 3.63787 5.57549 0.0 0.0 0.0
H -1.34636 2.86275 3.66841 0.0 0.0 0.0
H -4.87376 1.35256 1.76192 0.0 0.0 0.0
H -6.22375 2.10304 3.67583 0.0 0.0 0.0
H -2.28089 -1.20344 1.56365 0.0 0.0 0.0
H -3.53672 -2.96459 0.36805 0.0 0.0 0.0
H -4.89427 -2.37302 -1.62589 0.0 0.0 0.0
H -4.97186 -0.04063 -2.41112 0.0 0.0 0.0
H -3.71611 1.72709 -1.20440 0.0 0.0 0.0
H -3.28250 4.28034 1.08244 0.0 0.0 0.0
H -3.04205 6.11499 -0.55779 0.0 0.0 0.0
H -1.48057 5.86019 -2.46201 0.0 0.0 0.0
H -0.16597 3.82550 -2.72873 0.0 0.0 0.0
C 6.77525 -2.69615 -1.31360 0.0 0.0 0.0
C 5.40475 -2.15000 -1.63188 0.0 0.0 -0.1
C 4.96337 -2.10362 -2.95189 0.0 0.0 0.1
C 3.70286 -1.58241 -3.21357 -0.1 0.0 0.0
C 3.18459 -1.48924 -4.62847 0.0 0.0 0.1
C 2.91320 -1.13404 -2.16862 0.1 -0.1 0.0
C 3.30485 -1.15961 -0.78903 0.0 0.0 0.0
C 4.60863 -1.69586 -0.59128 0.0 0.0 0.0
N 2.41496 -0.67896 0.11804 0.0 0.0 -0.1
C 2.48621 -0.65311 1.57601 0.0 0.0 0.0
C 2.22780 0.80097 2.03876 -0.1 -0.1 0.0
C 2.09802 0.91224 3.56134 0.0 0.0 0.0
C 3.39722 0.43413 4.21189 0.0 0.0 0.0
C 3.65182 -1.01992 3.80830 0.0 0.0 0.0
C 2.49698 -1.89726 4.29776 0.0 0.0 0.0
C 1.19497 -1.42140 3.64989 0.0 0.0 0.0
C 0.93244 0.03807 4.03676 0.0 0.0 0.0
C 1.32821 -1.52374 2.12668 0.0 0.1 0.0
C 3.77157 -1.12671 2.28053 0.0 0.0 0.1
H 7.28864 -3.02272 -2.21769 0.0 0.0 0.0
H 6.70899 -3.54794 -0.63395 0.0 0.0 0.0
H 7.39283 -1.93772 -0.82858 0.0 0.0 0.0
H 5.59157 -2.45971 -3.76000 0.0 0.0 0.0
H 3.85284 -1.99403 -5.32545 0.0 0.0 0.0
H 3.09617 -0.44727 -4.94385 0.0 0.0 0.0
H 2.19454 -1.94334 -4.71865 0.0 0.0 0.0
H 1.94287 -0.75353 -2.48600 0.0 0.0 0.1
H 5.03410 -1.75774 0.39484 0.0 0.0 0.0
H 1.29335 1.17643 1.59768 0.1 0.0 0.0
H 3.03976 1.43274 1.66814 0.0 0.0 0.0
H 1.90739 1.95480 3.83197 0.0 0.0 0.0
H 3.32647 0.51766 5.30113 0.0 0.0 0.0
H 4.23174 1.06330 3.88720 0.0 0.0 0.0
H 4.58853 -1.36637 4.25322 0.0 0.0 0.0
H 2.41430 -1.84006 5.38776 0.0 0.0 0.0
H 2.68660 -2.94338 4.03700 0.0 0.0 0.0
H 0.36209 -2.04563 3.98731 0.0 0.0 0.0
H 0.81812 0.12169 5.12223 0.0 0.0 0.0
H -0.00091 0.38361 3.57944 0.0 0.0 0.0
H 0.37851 -1.19013 1.67979 0.0 0.0 0.0
H 1.49147 -2.55960 1.81360 0.0 0.0 0.0
H 3.97002 -2.16790 2.01655 0.0 0.0 0.0
H 4.61514 -0.51964 1.94331 0.0 0.0 0.0
N -1.59360 -3.12601 -4.06477 0.0 0.0 -0.1
C -0.82138 -2.69524 -3.03671 -0.1 0.1 0.0
N -0.93725 -1.41334 -2.81666 0.0 -0.1 -0.2
C -1.83009 -0.95379 -3.78422 0.0 0.0 0.1
C -2.29335 0.33915 -4.02686 0.0 0.0 0.0
C -3.18887 0.50813 -5.06191 0.0 0.0 0.0
C -3.62223 -0.57892 -5.84183 0.0 0.0 0.0
C -3.16576 -1.86228 -5.61427 0.0 0.0 0.0
C -2.25712 -2.02120 -4.57257 0.0 -0.1 0.0
H -1.64498 -4.06873 -4.40826 0.0 0.0 0.0
H -0.18155 -3.36142 -2.47728 0.0 0.0 0.0
H -1.97024 1.17584 -3.41480 0.0 0.0 0.0
H -3.56908 1.49735 -5.27975 0.0 0.0 0.0
H -4.32818 -0.40467 -6.64294 0.0 0.0 0.0
H -3.49645 -2.69565 -6.21993 0.0 0.0 0.0
```
Forces are in eV/Å.

As for the total energy: -59759.537 eV. The LUMO energy is 0.06 eV. The HOMO energy comes out at -6.06 eV. The largest force on an atom is 0.004 Eh/bohr. The value obtained for the energy above the lowest of the compared OMol25 structures with the same formula, charge and spin is 0.9 kcal per mole.



A molecular structure, C43H44Cl2F3GeLiN2O2P2Se. Source: OMol25; level of theory: the ωB97M-V functional and the def2-TZVPD basis.

```
101
Properties=species:S:1:pos:R:3:forces:R:3
Li 1.03388 1.17167 -0.50572 -0.1 0.1 0.0
Cl 6.29517 -3.48706 -0.69094 0.0 0.0 0.0
C 5.01841 -2.35094 -1.02754 0.0 0.0 0.0
C 4.26437 -2.49396 -2.20179 0.0 0.0 0.0
C 3.25589 -1.61683 -2.48108 0.0 -0.1 0.0
Cl 2.36362 -1.81446 -3.95845 0.0 0.0 0.0
C 2.87365 -0.54133 -1.60396 0.0 0.0 0.0
O 1.89726 0.21730 -1.87364 0.0 0.0 0.0
C 3.69301 -0.42769 -0.43121 0.0 0.0 0.0
C 3.51444 0.62288 0.53931 0.0 0.0 0.0
O 2.61682 1.46096 0.57775 0.0 0.0 0.0
C 4.74905 -1.32370 -0.17335 0.0 0.0 0.0
H 4.48480 -3.29796 -2.89091 0.0 0.0 0.0
H 4.28622 0.64662 1.32951 0.0 0.0 0.0
H 5.33711 -1.19469 0.72795 0.0 0.0 0.0
C -1.63345 -1.88293 2.58651 0.0 0.0 0.0
N -1.02984 -0.89142 1.69881 0.0 0.0 0.0
P -1.80350 0.55186 1.23027 0.0 0.0 0.0
C -2.25587 1.31858 2.83253 0.0 0.0 0.0
C -3.37477 1.00662 3.60427 0.0 0.0 0.0
C -3.57221 1.61319 4.83580 0.0 0.0 0.0
C -2.65496 2.54127 5.31143 0.0 0.0 0.0
C -1.54238 2.86773 4.55031 0.0 0.0 0.0
C -1.34968 2.26326 3.31581 0.0 0.0 0.0
C -3.41311 -0.03665 0.59555 0.0 0.0 0.0
C -4.53751 0.78930 0.58459 0.0 0.0 0.0
C -5.70481 0.38664 -0.04802 0.0 0.0 0.0
C -5.76295 -0.84632 -0.68429 0.0 0.0 0.0
C -4.64584 -1.66941 -0.69113 0.0 0.0 0.0
C -3.47719 -1.26598 -0.06061 0.0 0.0 0.0
P 0.50513 -1.12437 0.98881 0.1 -0.1 0.0
C 0.42697 -2.80019 0.26726 0.0 0.0 0.0
C 0.36230 -2.86945 -1.12321 0.0 0.0 0.0
C 0.26816 -4.09742 -1.76567 0.0 0.0 0.0
C 0.23576 -5.26575 -1.02127 0.0 0.0 0.0
C 0.30179 -5.20930 0.36675 0.0 0.0 0.0
C 0.39956 -3.98468 1.00677 0.0 0.0 0.0
C 1.57507 -1.38563 2.45205 0.0 0.0 0.0
C 1.35441 -0.62557 3.60010 0.0 0.0 0.0
C 2.23536 -0.68697 4.66939 0.0 0.0 0.0
C 3.35732 -1.50216 4.60210 0.0 0.0 0.0
C 3.59050 -2.25726 3.46114 0.0 0.0 0.0
C 2.70533 -2.19928 2.39363 0.0 0.0 0.0
H -2.53882 -1.48045 3.03688 0.0 0.0 0.0
H -0.94224 -2.14348 3.39132 0.0 0.0 0.0
H -1.89399 -2.79428 2.04393 0.0 0.0 0.0
H -4.10348 0.29355 3.23772 0.0 0.0 0.0
H -4.44396 1.36171 5.42642 0.0 0.0 0.0
H -2.81313 3.01402 6.27227 0.0 0.0 0.0
H -0.82913 3.59751 4.91131 0.0 0.0 0.0
H -0.48306 2.52322 2.71559 0.0 0.0 0.0
H -4.50519 1.75555 1.07575 0.0 0.0 0.0
H -6.57006 1.03730 -0.04298 0.0 0.0 0.0
H -6.67383 -1.16123 -1.17676 0.0 0.0 0.0
H -4.67869 -2.62720 -1.19468 0.0 0.0 0.0
H -2.60234 -1.90545 -0.09383 0.0 0.0 0.0
H 0.39123 -1.95740 -1.70834 0.0 0.0 0.0
H 0.23291 -4.13268 -2.84696 0.0 0.0 0.0
H 0.16724 -6.22478 -1.51919 0.0 0.0 0.0
H 0.28385 -6.12201 0.94876 0.0 0.0 0.0
H 0.47322 -3.94965 2.08734 0.0 0.0 0.0
H 0.48366 0.01891 3.65859 0.0 0.0 0.0
H 2.04510 -0.09534 5.55602 0.0 0.0 0.0
H 4.04578 -1.55025 5.43598 0.0 0.0 0.0
H 4.46233 -2.89670 3.39946 0.0 0.0 0.0
H 2.90096 -2.79080 1.50704 0.0 0.0 0.0
F 0.64023 8.06162 -1.35487 0.0 0.0 0.0
C -0.40079 7.37930 -0.85590 0.0 0.0 0.0
F -0.68227 7.90849 0.34881 0.0 0.0 0.0
F -1.45704 7.61743 -1.64820 0.0 0.0 0.0
C -0.10720 5.90670 -0.74416 0.0 0.0 0.0
C -1.14334 4.98871 -0.77500 0.0 0.0 0.0
C -0.82945 3.64656 -0.64653 0.0 0.0 0.0
N 0.41636 3.20333 -0.48480 0.0 0.0 0.0
C 1.40236 4.09799 -0.44233 0.0 0.0 0.0
C 1.19149 5.46171 -0.57162 0.0 0.0 0.0
H -2.16835 5.30141 -0.91618 0.0 0.0 0.0
H -1.59897 2.88518 -0.68685 0.0 0.0 0.0
H 2.39887 3.69947 -0.30122 0.0 0.0 0.0
H 2.02377 6.15019 -0.54763 0.0 0.0 0.0
C 0.22289 2.56166 -6.71227 0.0 0.0 0.0
Ge -0.04831 2.49729 -4.77359 0.0 0.0 0.0
C 1.59286 3.02911 -3.85357 0.0 0.0 0.0
C -1.50375 3.72462 -4.31236 0.0 0.0 0.0
C -0.45244 0.64199 -4.26341 0.0 0.0 0.0
Se -1.25766 0.41336 -2.50495 0.0 0.0 0.0
C -3.09247 0.82459 -2.99332 0.0 0.0 0.0
H 0.51010 3.56564 -7.02762 0.0 0.0 0.0
H -0.69085 2.28591 -7.24035 0.0 0.0 0.0
H 1.01303 1.87155 -7.01056 0.0 0.0 0.0
H 1.61525 4.10567 -3.67489 0.0 0.0 0.0
H 2.46056 2.76153 -4.45807 0.0 0.0 0.0
H 1.67679 2.50246 -2.90392 0.0 0.0 0.0
H -1.17219 4.75361 -4.46312 0.0 0.0 0.0
H -1.79198 3.61053 -3.26756 0.0 0.0 0.0
H -2.37970 3.55448 -4.93970 0.0 0.0 0.0
H 0.49611 0.11039 -4.19495 0.0 0.0 0.0
H -1.08061 0.12629 -4.99069 0.0 0.0 0.0
H -3.17275 1.83180 -3.39343 0.0 0.0 0.0
H -3.69690 0.73828 -2.09210 0.0 0.0 0.0
H -3.44382 0.10170 -3.72705 0.0 0.0 0.0
```
Forces are in eV/Å.

As for the total energy: -226227.193 eV. The LUMO energy is 0.15 eV. The HOMO energy comes out at -7.56 eV. The largest force on an atom is 0.003 Eh/bohr. The value obtained for the energy above the lowest of the compared OMol25 structures with the same formula, charge and spin is 0.0 kcal per mole.



For the records above, the corresponding molar mass values read 771.148, 969.196 u.